Record 1
{
  "formula": "C38H37F4IN2O2S",
  "method": "ωB97M-V with the def2-TZVPD basis set",
  "spin_multiplicity": 1,
  "charge": 2,
  "lumo_ev": -7.95,
  "molar_mass_g_mol": 788.69,
  "gap_ev": 3.89,
  "symbols": ["O", "S", "O", "C", "N", "C", "C", "C", "C", "C", "C", "N", "C", "C", "C", "I", "C", "C", "C", "C", "H", "H", "H", "H", "H", "H", "H", "H", "H", "H", "H", "H", "H", "H", "H", "H", "H", "F", "C", "C", "C", "C", "C", "C", "H", "H", "H", "H", "H", "F", "C", "C", "C", "C", "C", "C", "H", "H", "H", "H", "H", "F", "C", "C", "C", "C", "C", "C", "H", "H", "H", "H", "H", "F", "C", "C", "C", "C", "C", "C", "H", "H", "H", "H", "H"],
  "coordinates": [[-1.648, 2.496, 3.098], [-1.378, 3.898, 2.445], [-2.316, 5.013, 2.974], [-1.489, 3.850, 0.567], [-1.044, 2.500, -0.033], [0.256, 1.940, 0.539], [0.803, 0.496, -0.018], [0.001, -0.347, -1.202], [0.653, -1.787, -1.640], [2.102, -1.794, -2.475], [2.808, -3.243, -2.886], [2.192, -4.609, -2.522], [2.915, -5.915, -2.895], [3.548, -6.533, -1.477], [4.840, -5.681, -0.929], [4.605, -5.032, 1.194], [0.860, -4.644, -1.788], [0.029, -3.277, -1.301], [-1.369, 0.329, -1.795], [-1.849, 1.793, -1.143], [-0.062, 4.256, 2.871], [-2.616, 4.098, 0.263], [-0.834, 4.747, 0.141], [0.904, 2.478, 1.374], [1.792, 0.074, 0.451], [2.626, -0.769, -2.755], [3.833, -3.212, -3.477], [2.166, -6.724, -3.312], [3.844, -5.725, -3.589], [3.850, -7.678, -1.588], [2.708, -6.496, -0.642], [5.015, -4.695, -1.556], [5.841, -6.331, -0.935], [0.383, -5.689, -1.540], [-0.983, -3.351, -0.710], [-1.991, -0.217, -2.640], [-2.839, 2.352, -1.501], [4.142, 1.861, 0.782], [4.328, 2.642, 1.855], [4.622, 2.059, 3.083], [4.821, 2.872, 4.198], [4.714, 4.260, 4.076], [4.414, 4.835, 2.840], [4.226, 4.022, 1.722], [4.693, 0.979, 3.161], [5.059, 2.427, 5.161], [4.865, 4.893, 4.947], [4.327, 5.915, 2.748], [4.001, 4.453, 0.752], [-2.676, -4.610, -1.118], [-3.643, -4.029, -1.841], [-3.563, -2.669, -2.123], [-4.566, -2.064, -2.879], [-5.646, -2.824, -3.337], [-5.720, -4.187, -3.044], [-4.710, -4.794, -2.297], [-2.721, -2.093, -1.752], [-4.509, -1.004, -3.112], [-6.431, -2.351, -3.923], [-6.563, -4.775, -3.398], [-4.748, -5.854, -2.068], [-7.975, -6.154, -2.200], [-8.767, -5.591, -1.278], [-9.125, -4.254, -1.408], [-9.954, -3.669, -0.450], [-10.407, -4.426, 0.633], [-10.038, -5.766, 0.757], [-9.218, -6.353, -0.207], [-8.757, -3.679, -2.251], [-10.246, -2.626, -0.547], [-11.050, -3.968, 1.382], [-10.388, -6.352, 1.603], [-8.929, -7.396, -0.131], [6.968, 6.849, 2.928], [6.735, 8.152, 2.720], [6.146, 8.559, 1.528], [5.898, 9.915, 1.313], [6.253, 10.850, 2.288], [6.849, 10.431, 3.479], [7.086, 9.075, 3.699], [5.884, 7.820, 0.778], [5.431, 10.243, 0.388], [6.064, 11.908, 2.118], [7.128, 11.161, 4.235], [7.540, 8.731, 4.622]],
  "lowdin_charge": [-0.4030, 0.8028, -0.3755, -0.2112, -0.1162, 0.0763, 0.0887, -0.0713, -0.0769, 0.0721, 0.0777, -0.0859, -0.1313, -0.2619, -0.6252, 0.6604, 0.0996, 0.0913, 0.0762, 0.1146, 0.1131, 0.1599, 0.1590, 0.1479, 0.1261, 0.1279, 0.1489, 0.1536, 0.1492, 0.1404, 0.0819, 0.0431, 0.0796, 0.1563, 0.1072, 0.1175, 0.1596, 0.0328, -0.3147, -0.0222, -0.0652, -0.0748, -0.0795, -0.0303, 0.1145, 0.1137, 0.1133, 0.1043, 0.1114, 0.0345, -0.2842, -0.0434, -0.0840, -0.0720, -0.0586, 0.0105, 0.0593, 0.0969, 0.1122, 0.1033, 0.1267, 0.0471, -0.2908, -0.0255, -0.0793, -0.0894, -0.0741, -0.0141, 0.1039, 0.1062, 0.1055, 0.1101, 0.1176, 0.0521, -0.2988, -0.0320, -0.0835, -0.0901, -0.0737, -0.0146, 0.1081, 0.1050, 0.1054, 0.1103, 0.1178]
}



Record 2
{
  "formula": "C38H37N2Si",
  "method": "ωB97M-V with the def2-TZVPD basis set",
  "spin_multiplicity": 1,
  "charge": 1,
  "e_above_lowest_kj_mol": 64.3,
  "lumo_ev": -5.14,
  "molar_mass_g_mol": 549.81,
  "gap_ev": 4.88,
  "symbols": ["C", "N", "C", "C", "C", "C", "C", "C", "C", "C", "C", "C", "C", "C", "C", "C", "C", "H", "H", "H", "H", "H", "H", "H", "H", "H", "H", "H", "H", "H", "H", "C", "C", "C", "C", "Si", "C", "C", "C", "C", "C", "C", "C", "C", "C", "C", "C", "C", "C", "C", "C", "C", "N", "C", "C", "H", "H", "H", "H", "H", "H", "H", "H", "H", "H", "H", "H", "H", "H", "H", "H", "H", "H", "H", "H", "H", "H", "H"],
  "coordinates": [[5.287, -1.782, -3.605], [4.001, -2.199, -3.069], [3.010, -1.394, -2.596], [1.864, -2.180, -2.275], [0.566, -1.802, -1.868], [-0.640, -2.391, -2.398], [-0.622, -3.189, -3.584], [-1.755, -3.832, -4.076], [-3.005, -3.638, -3.474], [-3.087, -2.798, -2.349], [-1.942, -2.199, -1.818], [2.281, -3.567, -2.495], [1.683, -4.806, -2.297], [2.392, -5.979, -2.626], [3.708, -5.907, -3.127], [4.324, -4.662, -3.351], [3.592, -3.528, -3.023], [5.942, -2.658, -3.654], [5.176, -1.344, -4.608], [5.767, -1.040, -2.956], [3.092, -0.320, -2.679], [0.481, -0.977, -1.173], [0.311, -3.323, -4.126], [-1.665, -4.509, -4.929], [-3.888, -4.165, -3.853], [-4.061, -2.636, -1.872], [-2.040, -1.586, -0.920], [0.671, -4.840, -1.892], [1.911, -6.951, -2.463], [4.253, -6.839, -3.305], [5.337, -4.580, -3.739], [1.587, 2.668, -1.795], [0.731, 3.728, -1.462], [-0.132, 3.619, -0.361], [-0.206, 2.414, 0.360], [-1.140, 2.230, 1.958], [-1.532, 3.903, 2.672], [-2.878, 4.230, 2.897], [-3.228, 5.492, 3.385], [-2.237, 6.445, 3.646], [-0.893, 6.120, 3.427], [-0.537, 4.855, 2.943], [-2.749, 1.312, 1.774], [-3.360, 1.156, 0.525], [-4.485, 0.330, 0.414], [-5.008, -0.310, 1.544], [-4.457, -0.063, 2.805], [-3.345, 0.777, 2.927], [-0.132, 1.108, 3.106], [1.086, 1.842, 3.699], [2.183, 0.759, 3.819], [1.669, -0.458, 3.036], [0.367, -0.103, 2.482], [0.529, 1.308, -0.090], [1.507, 1.471, -1.072], [2.297, 2.767, -2.622], [0.739, 4.645, -2.056], [-0.760, 4.465, -0.064], [-3.658, 3.496, 2.679], [-4.279, 5.728, 3.552], [-2.516, 7.434, 4.022], [-0.119, 6.861, 3.627], [0.515, 4.616, 2.767], [-2.960, 1.681, -0.348], [-4.947, 0.187, -0.562], [-5.853, -0.992, 1.445], [-4.883, -0.514, 3.699], [-2.940, 1.011, 3.918], [-0.836, 0.877, 3.929], [1.427, 2.672, 3.070], [0.839, 2.260, 4.679], [3.191, 1.074, 3.516], [2.239, 0.477, 4.878], [2.309, -0.739, 2.201], [1.663, -1.302, 3.739], [-0.289, -0.874, 2.421], [0.362, 0.320, 0.347], [2.180, 0.642, -1.281]],
  "lowdin_charge": [0.0178, -0.0570, 0.0706, -0.1111, 0.1432, -0.1744, -0.0174, -0.0471, -0.0274, -0.0494, 0.0152, -0.1288, -0.0174, -0.0488, -0.0519, 0.0085, -0.1638, 0.0866, 0.1129, 0.1080, 0.1304, 0.0939, 0.1228, 0.1191, 0.1233, 0.1157, 0.1153, 0.1213, 0.1148, 0.1147, 0.1087, -0.0786, -0.0740, -0.0689, -0.2261, 0.7285, -0.2396, -0.0833, -0.0758, -0.0788, -0.0783, -0.0950, -0.2695, -0.0910, -0.0964, -0.0875, -0.0751, -0.0985, -0.3651, -0.1676, -0.1530, -0.2122, -0.0871, -0.1042, -0.0965, 0.1032, 0.1071, 0.1106, 0.0955, 0.1053, 0.1073, 0.1041, 0.0962, 0.1059, 0.0988, 0.1032, 0.1061, 0.1069, 0.1023, 0.0871, 0.1159, 0.1090, 0.1049, 0.0943, 0.1080, 0.1195, 0.0723, 0.0613]
}



Record 3
{
  "formula": "C38H38FGeIrN7O3",
  "method": "ωB97M-V with the def2-TZVPD basis set",
  "spin_multiplicity": 1,
  "charge": 1,
  "e_above_lowest_kj_mol": 164.3,
  "lumo_ev": [-3.11, -3.11],
  "molar_mass_g_mol": 924.59,
  "gap_ev": [5.09, 5.09],
  "symbols": ["Ir", "F", "C", "C", "C", "C", "O", "C", "C", "N", "C", "C", "C", "C", "C", "C", "N", "C", "C", "N", "C", "C", "C", "O", "O", "H", "H", "H", "H", "H", "H", "H", "H", "H", "H", "H", "H", "H", "H", "H", "H", "H", "H", "N", "C", "N", "N", "C", "N", "H", "H", "H", "H", "C", "Ge", "C", "C", "C", "C", "C", "C", "C", "C", "C", "C", "C", "C", "C", "C", "C", "C", "C", "C", "H", "H", "H", "H", "H", "H", "H", "H", "H", "H", "H", "H", "H", "H", "H", "H"],
  "coordinates": [[0.904, -0.228, -0.148], [0.008, 0.633, 7.313], [-0.577, -0.284, 6.510], [-0.251, -0.308, 5.182], [-0.797, -1.274, 4.347], [-0.380, -1.278, 2.902], [0.389, -0.416, 2.512], [-0.954, -2.360, 2.115], [-1.810, -3.218, 2.733], [-2.220, -3.168, 4.025], [-3.148, -4.153, 4.521], [-4.527, -3.711, 4.920], [-4.322, -4.518, 3.674], [-1.688, -2.208, 4.874], [-2.029, -2.156, 6.230], [-1.478, -1.198, 7.061], [-1.848, -1.202, 8.442], [-1.858, 0.057, 9.178], [-2.649, -0.171, 10.487], [-3.343, -1.496, 10.376], [-2.341, -2.613, 10.352], [-1.300, -2.272, 9.264], [-0.739, -2.709, 0.641], [-1.142, -3.796, 0.277], [-0.194, -1.880, -0.208], [0.452, 0.403, 4.764], [-2.216, -4.031, 2.146], [-2.684, -4.945, 5.100], [-4.757, -2.662, 4.793], [-4.985, -4.186, 5.777], [-4.435, -4.008, 2.729], [-4.625, -5.555, 3.668], [-2.744, -2.855, 6.640], [-2.339, 0.817, 8.566], [-0.858, 0.415, 9.435], [-3.400, 0.597, 10.660], [-2.000, -0.230, 11.358], [-3.812, -1.507, 9.465], [-4.033, -1.629, 11.112], [-2.885, -3.531, 10.139], [-1.902, -2.680, 11.345], [-1.111, -3.146, 8.647], [-0.350, -1.979, 9.727], [4.214, 0.812, -3.320], [5.157, 1.158, -2.437], [6.323, 1.635, -2.886], [5.031, 1.037, -1.116], [3.896, 0.572, -0.681], [2.894, 0.159, -0.267], [4.297, 1.043, -4.293], [3.294, 0.556, -2.994], [6.479, 1.831, -3.856], [7.005, 1.916, -2.207], [-0.054, 1.204, -0.692], [0.242, 2.154, -2.370], [-1.156, 3.487, -2.625], [-0.885, 4.854, -2.633], [-1.907, 5.779, -2.808], [-3.214, 5.349, -2.974], [-3.501, 3.991, -2.965], [-2.479, 3.068, -2.791], [0.228, 0.973, -3.921], [0.817, -0.292, -3.872], [0.863, -1.096, -5.004], [0.309, -0.649, -6.196], [-0.295, 0.598, -6.253], [-0.336, 1.404, -5.122], [1.924, 3.141, -2.399], [2.716, 3.339, -1.270], [3.894, 4.077, -1.348], [4.287, 4.632, -2.557], [3.498, 4.455, -3.689], [2.328, 3.715, -3.608], [-0.962, 1.473, -0.128], [0.132, 5.205, -2.504], [-1.682, 6.838, -2.815], [-4.009, 6.070, -3.114], [-4.521, 3.651, -3.097], [-2.714, 2.009, -2.796], [1.198, -0.663, -2.923], [1.311, -2.079, -4.948], [0.334, -1.279, -7.075], [-0.741, 0.942, -7.178], [-0.814, 2.375, -5.176], [2.411, 2.916, -0.319], [4.504, 4.215, -0.465], [5.199, 5.211, -2.616], [3.792, 4.904, -4.630], [1.720, 3.583, -4.497]],
  "lowdin_charge": [1.0859, 0.0657, -0.1928, 0.0874, -0.0382, -0.3126, -0.0058, -0.0109, 0.0331, 0.0026, -0.2679, -0.0986, -0.0769, -0.1219, 0.0616, -0.1571, -0.1212, -0.1290, -0.0655, 0.0407, -0.0705, -0.1147, -0.5664, 0.0570, -0.2311, 0.1439, 0.1420, 0.1540, 0.1132, 0.1008, 0.1146, 0.1117, 0.1137, 0.1405, 0.1264, 0.1360, 0.1359, 0.1817, 0.1853, 0.1348, 0.1346, 0.1334, 0.1381, 0.2275, -0.4903, 0.1898, 0.1290, -0.3174, -0.0104, 0.1239, 0.0838, 0.1148, 0.1186, -0.4285, 0.9062, -0.2864, -0.0992, -0.0871, -0.0938, -0.0891, -0.1143, -0.2798, -0.1321, -0.0847, -0.0922, -0.0859, -0.1104, -0.2977, -0.1251, -0.0947, -0.1001, -0.0921, -0.1228, -0.0122, 0.0926, 0.1015, 0.1009, 0.1010, 0.1050, 0.0553, 0.1033, 0.1011, 0.1020, 0.0967, 0.0906, 0.1057, 0.1003, 0.1011, 0.1024]
}